1.
Density functional theory data (ωB97M-V/def2-TZVPD) for a single C8H7IN2OS molecule at a distorted geometry.

Structure (XYZ):
```
20
Properties=species:S:1:pos:R:3:forces:R:3
H -1.47448 -2.44657 -2.14922 -2.07 0.73 -1.44
H -0.76810 -1.51387 2.27322 0.30 0.86 0.26
C 1.52830 -0.51419 0.22316 0.78 -2.46 0.00
C -0.57577 -2.54785 -1.63915 1.39 0.92 1.99
I -4.16664 -0.05257 -0.13593 -0.74 -0.22 -0.11
C 2.17600 1.76261 0.15721 1.22 3.20 0.11
C 2.54027 0.44562 0.19804 -3.50 0.51 0.19
O -2.19293 2.43796 -0.19595 0.41 -0.74 -0.07
N -1.17785 -1.93450 1.46865 -0.77 -1.94 -1.37
N -2.20591 0.10603 -0.01161 1.58 0.88 -0.68
S -1.08781 -1.29436 0.08861 -0.48 -0.24 1.36
C 0.18991 -0.14844 0.24855 2.17 1.74 -1.20
C -1.58758 1.39630 -0.06790 -1.30 -0.11 0.59
H 1.85691 -1.61666 0.16228 -0.88 1.80 0.14
C 0.83565 2.18023 0.15921 -0.57 1.45 -0.84
H 3.01992 2.57265 0.10602 -1.78 -1.60 0.06
H -0.73916 -3.51360 -1.17012 0.13 -0.45 0.73
H 3.52510 0.22347 0.15549 2.87 -1.05 -0.07
C -0.14586 1.22189 0.17497 0.18 -1.86 -0.24
H 0.45005 3.23585 -0.04552 1.06 -1.41 0.59
```
Forces are in eV/Å.

For the frontier orbital gap (spin up / spin down), the calculation gives 8.569 / 8.569 eV. As for the SMILES: C=[S@@]1(=N)c2ccccc2C(=O)N1I. The value obtained for the relative energy (zero: lowest compared OMol25 entry of this formula, charge and spin) is 378.09 kJ/mol.

natural (NBO) atomic charge list, values in e, 6 entries: 0.13, 0.38, -0.18, -0.55, 0.42, -0.18



2.
Density functional theory data (ωB97M-V/def2-TZVPD) for a molecular structure, C8H7IOS at a distorted geometry.

Structure (XYZ):
```
18
Properties=species:S:1:pos:R:3:forces:R:3
H 2.52881 1.78630 1.27811 0.46 -0.10 -2.03
C 0.15935 -1.35091 0.95988 0.21 0.25 0.40
I -4.14455 0.84644 0.27355 -0.07 -0.18 -0.09
H 2.04808 -0.71218 1.60238 1.91 -0.86 1.79
O -1.81282 0.17325 -1.56037 -3.50 -0.74 0.20
H 3.46350 0.65228 0.35285 2.46 -1.56 0.08
C 1.44388 0.44605 0.06982 -0.91 2.11 -0.88
C -0.91693 -1.06868 0.15552 -0.10 -0.78 0.51
C 1.30026 -0.57128 0.92374 -1.74 -1.43 -0.51
H 0.29509 1.61326 -1.28723 0.29 2.98 -2.21
H 2.83520 1.99651 -0.71403 -0.29 -1.35 2.66
C -3.24741 -0.70866 -0.83188 1.39 0.65 -3.23
C 2.66751 1.27863 0.24225 -2.05 3.68 -1.00
C 0.33750 0.81080 -0.69067 -0.66 -2.97 1.06
C -0.82164 0.01278 -0.71429 0.65 -0.76 0.66
H -3.88659 -1.05698 -1.78322 1.58 1.06 2.31
H 0.21344 -2.10395 1.69776 -0.64 -1.01 0.55
S -2.46269 -2.04367 0.02583 1.02 1.02 -0.27
```
Forces are in eV/Å.

For the frontier orbital gap, the calculation gives 8.086 eV.

natural (NBO) atomic charge list, values in e, 6 entries: 0.23, -0.19, 0.20, 0.20, -0.51, 0.21